1.
{
  "formula": "C2H4N4O",
  "method": "wB97M-V/def2-TZVPD",
  "elements": ["C", "N", "C", "N", "N", "N", "O", "H", "H", "H", "H"],
  "xyz": [[-0.414110, 1.205793, 1.572636], [-0.274575, 1.235558, 0.107467], [0.160705, 0.250531, -0.506017], [0.104502, 0.112632, -2.072750], [0.348165, -1.034106, -2.365794], [0.312464, -1.835866, -1.302092], [0.189207, -1.076340, -0.107117], [-0.900644, 0.244507, 1.906423], [0.544480, 1.474750, 2.051848], [-1.248933, 1.964594, 1.941836], [1.178740, -2.542053, -1.226439]],
  "forces_ev_per_angstrom": [[-2.4, 0.6, 0.5], [0.8, 0.6, 0.8], [-2.7, -1.6, -2.6], [0.7, 3.0, 1.9], [0.0, -0.8, -0.4], [2.3, -3.3, 1.5], [1.1, 0.3, -0.1], [1.2, 0.5, -0.1], [-0.6, -0.4, -0.1], [2.0, -1.1, -1.1], [-2.4, 2.2, -0.2]],
  "fmax_ev_per_a": 4.33,
  "homo_ev": -9.75,
  "smiles": "C/N=c1/nn[nH]o1",
  "de_lowest_kcal_mol": 111.0,
  "charge": 0
}


2.
{
  "formula": "C58H49FGeIN2O2P3SSc",
  "method": "wB97M-V/def2-TZVPD",
  "elements": ["Sc", "F", "Ge", "C", "C", "C", "C", "C", "C", "P", "C", "C", "C", "C", "C", "C", "C", "C", "C", "C", "C", "C", "C", "C", "C", "C", "C", "C", "P", "C", "C", "C", "C", "C", "C", "C", "C", "C", "C", "C", "C", "C", "C", "C", "C", "C", "C", "P", "C", "C", "C", "C", "C", "C", "C", "C", "C", "C", "C", "C", "H", "H", "H", "H", "H", "H", "H", "H", "H", "H", "H", "H", "H", "H", "H", "H", "H", "H", "H", "H", "H", "H", "H", "H", "H", "H", "H", "H", "H", "H", "H", "H", "H", "H", "H", "H", "H", "H", "H", "H", "H", "H", "C", "C", "N", "O", "C", "C", "N", "O", "H", "H", "H", "H", "H", "H", "H", "I", "S"],
  "xyz": [[-0.102077, -0.467011, -1.013072], [-1.356323, 2.021947, 3.136565], [-0.505364, 0.776794, 1.998249], [0.468569, -0.337901, 3.348111], [0.451275, -0.095724, 4.720171], [1.344141, -0.729174, 5.570182], [2.296754, -1.599074, 5.056801], [2.315316, -1.870905, 3.697941], [1.386392, -1.267456, 2.850472], [1.267737, -1.684334, 1.059771], [0.473293, -3.354686, 1.133854], [0.557481, -4.204857, 2.354984], [0.057788, -5.447728, 2.357497], [-0.578505, -5.988784, 1.164427], [-0.410322, -5.386893, -0.009587], [0.538721, -4.231963, -0.116362], [3.103101, -1.837138, 0.785947], [3.850057, -3.005737, 0.703857], [5.212686, -2.951417, 0.434621], [5.843893, -1.729297, 0.261407], [5.112247, -0.552911, 0.372875], [3.751506, -0.612053, 0.620480], [-2.446810, -0.092918, 2.126703], [-2.836179, -0.295630, 3.448629], [-4.105687, -0.749947, 3.751479], [-5.016831, -1.004716, 2.732094], [-4.636300, -0.818895, 1.419733], [-3.345145, -0.370516, 1.110253], [-2.934179, -0.062588, -0.645430], [-4.202580, 1.280543, -0.769552], [-5.440980, 1.187915, -1.397736], [-6.371451, 2.211223, -1.273236], [-6.090538, 3.324795, -0.498527], [-4.869955, 3.410648, 0.154349], [-3.931087, 2.404659, 0.010155], [-3.730801, -1.463999, -1.533326], [-4.199923, -1.294474, -2.837654], [-4.736819, -2.359542, -3.541973], [-4.783538, -3.622004, -2.970590], [-4.292427, -3.807621, -1.688517], [-3.774587, -2.738351, -0.971123], [1.020779, 2.240018, 2.125499], [1.374012, 2.680118, 3.396562], [2.349480, 3.647350, 3.570359], [2.971403, 4.209594, 2.464232], [2.613709, 3.800245, 1.192959], [1.637290, 2.811352, 1.021382], [1.092026, 2.212524, -0.611822], [2.376215, 3.050334, -1.627827], [2.125080, 4.116049, -2.480491], [3.163279, 4.686371, -3.207779], [4.453108, 4.192218, -3.103549], [4.706842, 3.116018, -2.261640], [3.678227, 2.557632, -1.525707], [-0.302465, 3.345147, -0.986947], [-0.622957, 4.469753, -0.232930], [-1.595093, 5.350972, -0.686800], [-2.251186, 5.119473, -1.885857], [-1.954234, 3.987986, -2.631444], [-0.990708, 3.102592, -2.178225], [-0.267024, 0.611224, 5.123294], [1.313170, -0.530720, 6.635610], [3.017792, -2.072136, 5.713067], [3.051749, -2.558829, 3.300139], [0.900082, -3.748082, 3.271286], [0.034743, -6.032641, 3.268656], [-1.234868, -6.845373, 1.261772], [-0.906697, -5.691394, -0.923527], [1.567567, -4.635107, -0.194041], [3.371410, -3.964523, 0.872115], [5.784479, -3.869362, 0.358743], [6.904390, -1.692250, 0.043579], [5.608345, 0.405237, 0.266758], [3.168205, 0.300832, 0.716263], [-2.132843, -0.096056, 4.244787], [-4.389443, -0.901154, 4.786888], [-6.018505, -1.346545, 2.964518], [-5.336854, -1.019309, 0.617639], [-5.709562, 0.308710, -1.962421], [-7.327004, 2.125567, -1.776718], [-6.825786, 4.113135, -0.391150], [-4.643539, 4.268238, 0.775320], [-2.986966, 2.469801, 0.542886], [-4.111154, -0.334124, -3.326204], [-5.095007, -2.203080, -4.552232], [-5.185915, -4.458990, -3.528505], [-4.300553, -4.790744, -1.233363], [-3.384895, -2.907006, 0.021273], [0.874567, 2.266493, 4.258854], [2.620716, 3.969724, 4.569239], [3.729394, 4.973987, 2.588226], [3.082897, 4.261285, 0.335076], [1.121282, 4.504553, -2.587881], [2.955187, 5.524036, -3.862912], [5.253344, 4.641599, -3.678541], [5.706372, 2.703788, -2.187434], [3.879527, 1.715955, -0.872262], [-0.098202, 4.664319, 0.694327], [-1.834400, 6.229370, -0.098950], [-3.006788, 5.812190, -2.234700], [-2.472673, 3.788354, -3.561320], [-0.722656, 2.243505, -2.785709], [3.646149, -1.091591, -3.570207], [2.484469, -1.199849, -2.624720], [1.770050, -0.132715, -2.252996], [1.858720, 0.903817, -3.192328], [2.013766, -2.425668, -2.159333], [2.627563, -3.733809, -2.556440], [0.924549, -2.346350, -1.378975], [0.213486, -3.543444, -1.304406], [3.998175, -0.062687, -3.598498], [3.352306, -1.378426, -4.583881], [4.460874, -1.741674, -3.250003], [1.343223, 0.568366, -3.947289], [3.062158, -3.673912, -3.552475], [1.862436, -4.507533, -2.556385], [3.416046, -4.020830, -1.856274], [-1.021205, -0.654676, -3.787685], [-1.144012, -2.441517, 1.234553]],
  "forces_ev_per_angstrom": [[0.9, -0.3, 0.6], [0.2, -0.2, -0.2], [-0.7, 0.3, 1.4], [0.0, -0.1, -0.4], [-0.2, 0.0, 0.0], [0.0, 0.0, 0.1], [0.0, 0.0, 0.0], [0.0, 0.1, 0.0], [-0.2, 0.1, 0.0], [1.1, -0.2, 0.8], [-0.5, 0.5, -0.5], [0.1, -0.1, 0.1], [0.2, 0.0, 0.0], [-0.1, -0.1, -0.2], [0.0, 0.0, -0.1], [0.2, -0.1, 0.4], [-0.2, 0.2, -0.2], [-0.1, 0.0, 0.1], [0.1, -0.1, 0.0], [0.0, 0.0, 0.0], [0.0, 0.0, 0.0], [0.0, -0.1, 0.1], [0.5, 0.5, -0.4], [-0.1, 0.0, 0.1], [0.1, 0.0, 0.1], [-0.1, -0.1, -0.1], [0.0, 0.0, 0.0], [0.0, -0.2, 0.1], [-0.6, -0.2, 0.3], [0.2, 0.2, -0.2], [0.1, 0.0, 0.0], [0.0, 0.0, 0.0], [-0.1, 0.0, 0.0], [0.1, 0.1, 0.0], [0.1, 0.1, -0.1], [0.0, 0.0, 0.0], [0.1, -0.1, 0.0], [0.0, 0.0, -0.1], [0.0, 0.0, 0.0], [0.0, 0.0, 0.0], [-0.1, 0.1, 0.0], [-0.4, -0.3, -0.6], [0.0, 0.1, 0.1], [-0.1, -0.1, 0.0], [0.1, 0.1, -0.1], [0.0, 0.1, 0.0], [0.1, -0.3, 0.2], [-0.4, 0.9, 0.0], [0.1, -0.4, -0.2], [0.1, 0.0, 0.1], [0.0, 0.1, 0.0], [0.0, 0.0, 0.0], [0.1, 0.0, 0.0], [-0.1, 0.0, -0.1], [-0.1, -0.1, -0.1], [0.0, -0.1, 0.0], [0.0, 0.1, 0.1], [-0.1, 0.0, 0.0], [-0.1, 0.0, 0.0], [0.1, 0.0, 0.0], [0.0, 0.0, 0.0], [0.0, 0.0, 0.0], [0.0, 0.0, 0.0], [0.0, 0.0, 0.0], [0.0, -0.1, 0.0], [0.0, 0.1, 0.0], [0.0, 0.0, 0.0], [0.0, -0.1, 0.1], [0.0, 0.1, 0.0], [0.0, 0.0, -0.1], [0.0, 0.0, 0.0], [0.0, 0.0, 0.0], [0.0, 0.0, 0.0], [0.0, 0.0, 0.0], [-0.1, 0.0, 0.0], [0.0, 0.0, 0.0], [0.0, 0.0, 0.0], [0.0, 0.0, 0.0], [0.0, 0.0, 0.0], [0.0, 0.0, 0.0], [0.0, 0.0, 0.0], [0.0, 0.0, 0.0], [0.0, 0.1, 0.0], [0.0, 0.0, 0.0], [0.0, 0.0, 0.0], [0.0, 0.0, 0.0], [0.0, 0.0, 0.0], [0.0, 0.0, 0.1], [0.0, 0.1, 0.0], [0.0, 0.0, 0.0], [0.0, 0.0, 0.0], [0.0, 0.0, 0.0], [0.0, 0.0, 0.0], [0.0, 0.0, 0.0], [0.0, 0.0, 0.0], [0.0, 0.0, 0.0], [0.0, 0.0, 0.0], [0.0, 0.0, 0.0], [0.0, 0.0, 0.0], [0.0, 0.0, 0.0], [0.0, 0.0, 0.0], [-0.1, -0.1, 0.0], [-0.1, 0.1, 0.1], [0.2, 0.2, -0.1], [-0.4, -0.8, 0.2], [0.2, 0.4, -0.1], [0.0, -0.2, 0.1], [-0.1, 0.0, 0.0], [-0.1, 0.0, -0.9], [-0.2, -0.2, 0.1], [0.0, 0.0, 0.0], [0.1, 0.0, 0.0], [0.0, 0.0, 0.0], [-0.3, 0.0, 0.0], [0.0, 0.0, 0.0], [0.1, 0.0, 0.0], [0.0, 0.0, 0.0], [0.0, 0.1, -0.2], [0.0, 0.1, -0.5]],
  "fmax_ev_per_a": 1.60,
  "homo_ev": [-3.99, -3.69],
  "charge": -1
}


3.
{
  "formula": "C6H22BF4NO6",
  "method": "wB97M-V/def2-TZVPD",
  "elements": ["N", "H", "H", "H", "H", "B", "F", "F", "F", "F", "C", "C", "O", "O", "H", "H", "H", "H", "H", "H", "C", "C", "O", "O", "H", "H", "H", "H", "H", "H", "C", "C", "O", "O", "H", "H", "H", "H", "H", "H"],
  "xyz": [[19.323080, -13.081310, -15.518770], [20.199150, -12.622770, -15.313020], [18.615920, -12.648670, -14.941830], [19.401550, -14.044680, -15.225740], [19.163020, -13.090810, -16.515960], [18.212720, -15.951580, -14.333920], [17.188290, -16.457180, -15.163690], [19.238240, -15.555950, -15.142770], [17.671840, -14.947130, -13.558710], [18.566470, -16.970950, -13.503440], [16.658870, -10.576620, -15.705440], [16.354230, -11.613380, -16.862780], [17.620260, -11.962000, -17.454380], [17.334240, -11.027370, -14.532850], [15.710940, -10.179500, -15.342380], [17.262090, -9.782750, -16.145900], [15.862870, -11.093450, -17.685180], [15.712870, -12.454970, -16.601080], [17.567830, -12.007000, -18.411890], [17.089490, -10.401600, -13.847200], [21.028920, -13.070490, -19.266310], [21.715040, -13.963580, -20.351410], [21.250630, -13.693780, -21.665030], [20.993580, -13.694250, -18.039360], [20.023600, -12.891710, -19.647720], [21.516310, -12.099280, -19.180940], [21.618350, -15.041360, -20.220480], [22.797810, -13.844780, -20.311520], [20.476040, -14.186210, -21.946300], [20.648060, -14.584250, -18.140010], [21.389180, -12.995830, -13.288830], [21.941330, -11.675930, -13.710390], [21.357460, -11.235020, -14.913880], [19.986200, -12.898390, -12.902950], [21.949240, -13.212230, -12.379090], [21.488960, -13.723750, -14.093980], [23.024810, -11.741550, -13.809660], [21.877980, -10.895490, -12.952100], [21.231340, -10.288150, -14.818290], [19.822470, -13.735100, -12.461680]],
  "forces_ev_per_angstrom": [[0.5, 0.2, -0.1], [0.2, 0.6, -0.3], [-0.6, 0.4, -0.1], [-0.1, -0.9, 0.3], [-0.4, 0.5, -0.2], [-3.1, -2.1, 0.5], [-0.2, 0.3, -0.6], [1.9, 0.4, -0.9], [0.3, 1.6, 0.2], [1.2, -0.9, 0.8], [-0.8, -0.3, -0.7], [1.1, 1.3, 0.1], [0.3, -0.6, 0.5], [0.1, -0.7, -0.6], [-0.3, 0.2, -0.5], [-0.1, 0.1, -0.3], [-0.6, 0.5, 0.5], [0.5, -0.2, 0.4], [-0.3, 0.0, 0.1], [0.2, -0.2, 0.2], [-0.1, -0.7, -2.1], [-0.2, -0.2, -0.2], [0.6, 1.0, -0.4], [0.2, -0.2, 1.6], [-0.3, 0.2, -0.1], [0.1, -0.2, 0.1], [-0.5, -0.1, 0.9], [0.0, 0.4, -0.3], [0.0, -0.2, 0.6], [0.0, -0.2, 0.0], [-0.9, 0.6, 1.1], [0.7, 0.6, 0.3], [0.0, 0.5, -0.3], [1.3, 0.2, -0.4], [0.3, -0.7, -0.2], [0.4, -0.3, 0.2], [0.2, -0.5, -0.4], [-0.7, -0.2, 0.4], [-0.2, 0.0, -0.4], [-0.6, -0.2, 0.1]],
  "fmax_ev_per_a": 3.76,
  "homo_ev": -10.55,
  "charge": 0
}


4.
{
  "formula": "C41H30F5N3P2ReS",
  "method": "wB97M-V/def2-TZVPD",
  "elements": ["Re", "F", "C", "C", "F", "C", "F", "C", "S", "C", "F", "C", "F", "N", "P", "C", "C", "C", "C", "C", "C", "C", "C", "C", "C", "C", "C", "C", "C", "C", "C", "C", "N", "H", "H", "H", "H", "H", "H", "H", "H", "H", "H", "H", "H", "H", "H", "H", "N", "P", "C", "C", "C", "C", "C", "C", "C", "C", "C", "C", "C", "C", "C", "C", "C", "C", "C", "C", "H", "H", "H", "H", "H", "H", "H", "H", "H", "H", "H", "H", "H", "H", "H"],
  "xyz": [[-1.616843, 0.047751, -0.158281], [-4.090307, -2.165714, 5.742133], [-3.744512, -2.125687, 4.470142], [-3.250265, -0.947026, 3.927028], [-3.142106, 0.146320, 4.669913], [-2.891489, -0.948110, 2.598635], [-2.387898, 0.219001, 2.060784], [-3.011227, -2.042764, 1.769841], [-2.545535, -1.991431, 0.049474], [-3.511465, -3.206577, 2.336259], [-3.645202, -4.298045, 1.594175], [-3.873618, -3.255962, 3.674823], [-4.341854, -4.373265, 4.196820], [-2.284479, 1.217074, -2.931287], [-1.099667, 0.092659, -2.416116], [0.487771, 0.893610, -2.709846], [0.585409, 2.242783, -3.035363], [1.837708, 2.819505, -3.214607], [2.981213, 2.053219, -3.059126], [2.883308, 0.705144, -2.729041], [1.640900, 0.121784, -2.556556], [-1.190456, -1.239389, -3.602064], [-1.510166, -2.541998, -3.234352], [-1.568554, -3.534103, -4.203358], [-1.315318, -3.224360, -5.529818], [-0.982517, -1.925623, -5.899919], [-0.906728, -0.935035, -4.938382], [-2.919728, 2.014812, -2.025382], [-3.771386, 3.052585, -2.419402], [-4.365927, 3.828702, -1.459145], [-4.118322, 3.586950, -0.100186], [-3.295995, 2.553687, 0.228286], [-2.698674, 1.757902, -0.709906], [-2.477822, 1.378279, -3.909711], [-0.303563, 2.848728, -3.158550], [1.915114, 3.864132, -3.484913], [3.954560, 2.502754, -3.203136], [3.777682, 0.106957, -2.617068], [1.567528, -0.932039, -2.308681], [-1.704384, -2.792285, -2.201818], [-1.814577, -4.548307, -3.920182], [-1.367003, -3.999465, -6.282419], [-0.770259, -1.692095, -6.934125], [-0.604091, 0.066018, -5.227311], [-3.944660, 3.228209, -3.471843], [-5.025818, 4.633336, -1.755323], [-4.568104, 4.189357, 0.674016], [-3.075967, 2.307975, 1.256675], [0.087375, 0.072266, 0.391444], [1.405790, 0.030369, 1.342931], [1.004149, -0.462622, 3.013885], [1.344181, -1.719238, 3.509714], [1.000193, -2.058887, 4.811642], [0.328591, -1.147697, 5.611669], [-0.005862, 0.111139, 5.121631], [0.330213, 0.456555, 3.826271], [2.141391, 1.653203, 1.398205], [3.026114, 1.965921, 2.432441], [3.639741, 3.206588, 2.452838], [3.367583, 4.132668, 1.452700], [2.486683, 3.821558, 0.426976], [1.872275, 2.579445, 0.394115], [2.522434, -1.151362, 0.606546], [3.869936, -0.851913, 0.425173], [4.702619, -1.783043, -0.181250], [4.190602, -2.998397, -0.608486], [2.842929, -3.295927, -0.435042], [2.005736, -2.375297, 0.169876], [1.888223, -2.423657, 2.894837], [1.271461, -3.029336, 5.204197], [0.072919, -1.412608, 6.629254], [-0.518589, 0.821095, 5.756169], [0.090958, 1.444305, 3.448551], [3.226761, 1.249753, 3.220594], [4.324945, 3.455330, 3.251470], [3.844721, 5.103144, 1.478105], [2.279962, 4.545618, -0.350026], [1.196502, 2.323372, -0.412190], [4.267895, 0.101080, 0.749418], [5.751490, -1.557867, -0.319708], [4.843865, -3.721057, -1.078877], [2.449847, -4.246137, -0.770415], [0.951701, -2.598307, 0.293537]],
  "forces_ev_per_angstrom": [[0.4, -0.3, 0.1], [0.0, 0.0, 0.0], [0.0, 0.0, 0.0], [0.0, -0.1, 0.0], [0.0, 0.0, 0.0], [0.0, 0.0, 0.0], [0.0, 0.0, 0.0], [0.0, 0.0, 0.0], [0.0, 0.1, 0.0], [0.0, 0.0, 0.0], [0.0, 0.0, 0.0], [0.0, 0.0, 0.0], [0.0, 0.0, 0.0], [0.0, 0.0, 0.0], [0.0, 0.0, 0.0], [0.0, 0.0, -0.1], [0.0, 0.0, 0.0], [0.0, 0.0, 0.0], [0.0, 0.0, 0.0], [0.0, 0.0, 0.0], [0.0, 0.0, 0.0], [0.1, 0.0, -0.1], [0.0, 0.0, 0.0], [0.0, 0.0, 0.0], [0.0, 0.0, 0.0], [0.0, 0.0, 0.0], [0.0, 0.0, 0.0], [0.0, 0.0, 0.1], [0.0, 0.0, 0.0], [0.0, 0.0, 0.0], [0.0, 0.0, 0.0], [0.0, 0.0, -0.1], [-0.1, 0.0, 0.1], [0.0, 0.0, 0.0], [0.0, 0.0, 0.0], [0.0, 0.0, 0.0], [0.0, 0.0, 0.0], [0.0, 0.0, 0.0], [0.0, 0.0, 0.0], [0.0, 0.0, 0.0], [0.0, 0.0, 0.0], [0.0, 0.0, 0.0], [0.0, 0.0, 0.0], [0.0, 0.0, 0.0], [0.0, 0.0, 0.0], [0.0, 0.0, 0.0], [0.0, 0.0, 0.0], [0.0, 0.0, 0.0], [-0.4, 0.4, 0.0], [0.0, -0.1, 0.0], [0.0, 0.0, 0.1], [0.0, 0.0, 0.0], [0.0, 0.0, 0.0], [0.0, 0.0, 0.0], [0.0, 0.0, 0.0], [0.0, 0.0, -0.1], [0.0, 0.0, 0.0], [0.0, 0.0, 0.0], [0.0, 0.0, 0.0], [0.0, 0.0, 0.0], [0.0, 0.0, 0.0], [0.0, 0.0, 0.0], [0.0, -0.1, -0.1], [0.0, 0.0, 0.0], [0.0, 0.0, 0.0], [0.0, 0.0, 0.0], [0.0, 0.0, 0.0], [0.0, 0.0, 0.0], [0.0, 0.0, 0.0], [0.0, 0.0, 0.0], [0.0, 0.0, 0.0], [0.0, 0.0, 0.0], [0.0, 0.0, 0.0], [0.0, 0.0, 0.0], [0.0, 0.0, 0.0], [0.0, 0.0, 0.0], [0.0, 0.0, 0.0], [0.0, 0.0, 0.0], [0.0, 0.0, 0.0], [0.0, 0.0, 0.0], [0.0, 0.0, 0.0], [0.0, 0.0, 0.0], [0.0, 0.0, 0.0]],
  "spin_multiplicity": 2,
  "fmax_ev_per_a": 0.55,
  "s2": 0.76,
  "homo_ev": [-13.31, -13.96],
  "de_lowest_kcal_mol": 2.4,
  "charge": 2
}